[1]
Formula: C18H20F3N2OReS
Source: the Open Molecules 2025 dataset
Level of theory: ωB97M-V with the def2-TZVPD basis set

## Properties
gap between HOMO and LUMO (alpha / beta)	6.07 / 6.58	eV
E_LUMO (alpha / beta)	-12.3 / -11.7	eV
energy relative to the best compared isomer or geometry (same formula, charge and spin)	0.0	kcal/mol
maximum force	0.70	eV/Å
2S+1	2
charge	+3
HOMO (alpha / beta)	-18.3 / -18.3	eV

Geometry as XYZ:
```
46
Properties=species:S:1:pos:R:3:forces:R:3
Re 0.1803 1.4619 -0.7048 -0.3 0.2 0.6
N -1.4274 1.7719 -2.0812 -0.1 0.0 0.0
C -2.7150 2.0194 -1.3432 0.1 -0.1 0.0
C -2.4327 2.9735 -0.2109 0.1 0.1 -0.1
N -1.2941 2.4331 0.6003 0.1 0.0 -0.2
H -1.2456 2.5622 -2.7044 0.0 0.0 0.0
H -1.5463 0.9823 -2.7185 0.1 0.0 0.0
H -3.0616 1.0586 -0.9660 0.0 0.0 0.0
H -3.4698 2.4187 -2.0165 0.0 0.0 0.0
H -3.3167 3.1280 0.4034 0.0 0.0 0.0
H -2.1261 3.9445 -0.6035 0.0 0.0 0.0
H -1.6482 1.7416 1.2581 0.0 0.0 0.0
H -0.9232 3.1808 1.1844 0.1 0.0 0.0
F -2.6411 -7.1456 1.6954 0.0 0.0 0.0
C -1.4479 -6.9287 1.1617 0.0 0.0 0.0
F -0.5030 -7.3320 2.0085 0.0 0.0 0.0
F -1.3390 -7.6095 0.0249 0.0 0.0 0.0
C -1.2305 -5.4434 0.8723 0.0 0.1 0.0
C -0.0241 -5.0775 0.2385 -0.2 -0.2 0.1
C 0.2191 -3.7653 -0.0200 -0.2 0.3 0.1
C -0.7635 -2.7778 0.3509 -0.1 -0.1 0.0
C -1.9928 -3.1834 0.9874 0.3 0.1 -0.2
C -2.2110 -4.5038 1.2446 0.2 -0.2 -0.1
C -0.5273 -1.4612 0.0946 0.1 0.2 0.0
C -0.2976 -0.2359 -0.1731 -0.1 -0.4 0.0
H 0.6948 -5.8385 -0.0367 0.0 0.0 0.0
H 1.1343 -3.4551 -0.5054 0.0 0.0 0.0
H -2.7300 -2.4401 1.2594 0.0 0.0 0.0
H -3.1222 -4.8320 1.7246 0.0 -0.1 0.0
C 4.0379 1.8913 -2.4307 0.0 0.0 0.1
S 2.8801 0.9806 -1.4360 -0.1 0.2 -0.4
O 1.5073 1.1720 -2.2075 0.2 -0.3 -0.4
C 2.3398 2.0141 -0.0723 0.2 -0.2 0.1
C 2.1062 3.3982 -0.2576 0.0 0.1 -0.1
C 1.7249 4.1679 0.8273 0.0 0.0 0.1
C 1.5492 3.5798 2.0868 0.0 0.0 0.1
C 1.7072 2.2154 2.2539 0.0 0.2 0.2
C 2.0926 1.4117 1.1745 -0.1 -0.1 -0.2
H 3.8110 2.9553 -2.4630 0.0 -0.1 0.0
H 3.9262 1.4356 -3.4172 0.1 0.0 0.0
H 5.0458 1.7043 -2.0542 -0.1 0.0 0.0
H 2.3042 3.8667 -1.2171 -0.1 0.0 0.1
H 1.6060 5.2378 0.7050 0.0 0.0 0.0
H 1.2970 4.2020 2.9370 0.0 0.0 0.0
H 1.5763 1.7641 3.2296 0.0 0.0 0.0
H 2.2963 0.3562 1.3169 0.0 0.0 0.0
```
Positions in Å, forces in eV/Å.

***

[2]
Formula: C18H20IrN4O3
Source: the Open Molecules 2025 dataset
Level of theory: ωB97M-V with the def2-TZVPD basis set

## Properties
gap between HOMO and LUMO (alpha / beta)	6.59 / 4.86	eV
E_LUMO (alpha / beta)	-7.3 / -9.0	eV
energy relative to the best compared isomer or geometry (same formula, charge and spin)	12.9	kcal/mol
maximum force	0.29	eV/Å
2S+1	2
charge	+2
HOMO (alpha / beta)	-13.9 / -13.8	eV

Geometry as XYZ:
```
46
Properties=species:S:1:pos:R:3:forces:R:3
Ir -0.6379 -0.3133 0.1021 0.0 -0.1 0.0
O -0.3268 -0.2781 2.1303 0.1 0.0 0.1
C -0.2427 0.7495 2.8655 0.0 0.0 0.0
C 0.0985 0.5309 4.2432 0.0 0.0 0.0
C 0.2128 1.5783 5.1135 0.0 0.0 0.0
C -0.0249 2.8878 4.6714 0.0 0.0 0.0
C -0.3858 3.1375 3.3435 0.0 -0.1 0.0
C -0.4934 2.1151 2.4194 0.0 0.0 0.0
C -0.9361 2.4706 1.0845 0.0 -0.1 0.0
N -1.0037 1.6569 0.0937 0.0 0.1 -0.1
C -1.6330 2.0723 -1.1885 0.0 0.1 0.0
C -1.1945 1.1241 -2.3023 -0.1 0.0 0.0
N -1.1777 -0.2503 -1.7801 -0.1 0.1 0.0
C -1.4713 -1.2708 -2.5355 0.1 0.0 0.0
C -1.4724 -2.6264 -2.1299 0.0 0.0 0.0
C -1.8508 -3.5905 -3.0981 0.0 -0.1 0.0
C -1.9650 -4.9113 -2.7685 0.0 0.1 0.0
C -1.7098 -5.3158 -1.4458 0.0 0.0 0.0
C -1.3361 -4.4142 -0.4809 0.0 0.0 -0.1
C -1.1981 -3.0545 -0.8007 0.1 -0.1 0.0
O -0.8320 -2.2504 0.1831 -0.3 0.1 0.1
H 0.2597 -0.4944 4.5471 0.0 0.0 0.0
H 0.4771 1.4006 6.1469 0.0 0.0 0.0
H 0.0587 3.7148 5.3631 0.0 0.0 0.0
H -0.5957 4.1554 3.0391 0.0 0.0 0.0
H -1.2642 3.4990 0.9403 0.0 0.0 0.0
H -1.3699 3.1050 -1.4241 0.0 0.0 0.0
H -2.7146 2.0200 -1.0518 0.0 0.0 0.0
H -0.1916 1.3764 -2.6545 0.0 0.0 0.0
H -1.8803 1.2059 -3.1457 0.0 0.0 0.0
H -1.7547 -1.0590 -3.5644 0.0 0.0 0.0
H -2.0569 -3.2593 -4.1084 0.0 0.0 0.0
H -2.2540 -5.6398 -3.5120 0.0 0.0 0.0
H -1.8090 -6.3606 -1.1827 0.0 0.0 0.0
H -1.1348 -4.7209 0.5357 0.0 0.0 0.0
C 4.6308 0.9661 -0.9253 0.0 0.0 0.0
N 3.4718 0.1825 -0.5129 0.0 0.1 0.0
C 2.2333 0.6443 -0.4254 0.0 -0.1 -0.1
N 1.9603 1.9019 -0.7915 0.0 0.1 0.0
O 1.3513 -0.1685 0.0127 0.1 -0.1 0.2
H 5.5166 0.3528 -0.7965 0.0 0.0 0.0
H 4.7458 1.8527 -0.3001 0.0 0.0 0.0
H 4.5612 1.2504 -1.9759 0.0 0.0 0.0
H 3.5909 -0.7836 -0.2515 0.0 0.0 0.0
H 2.6918 2.5229 -1.0943 0.0 0.0 0.0
H 1.0573 2.2882 -0.5877 0.0 0.0 0.0
```
Positions in Å, forces in eV/Å.

***

[3]
Formula: C18H20N2O2
Source: the Open Molecules 2025 dataset
Level of theory: ωB97M-V with the def2-TZVPD basis set

## Properties
gap between HOMO and LUMO	8.32	eV
E_LUMO	0.7	eV
energy relative to the best compared isomer or geometry (same formula, charge and spin)	34.0	kcal/mol
maximum force	0.52	eV/Å
HOMO	-7.7	eV

Geometry as XYZ:
```
42
Properties=species:S:1:pos:R:3:forces:R:3
C -5.4799 -1.0027 -1.8368 -0.2 -0.1 0.0
H -6.2157 -0.1999 -1.7267 0.0 0.0 0.0
O -4.1638 -0.5138 -1.7450 0.3 0.2 0.1
C -3.7802 0.1152 -0.5988 0.1 0.0 0.1
C -2.4757 0.6096 -0.5945 -0.1 0.0 0.0
C -1.9783 1.2725 0.5165 -0.4 0.0 0.0
C -2.7943 1.4557 1.6309 0.1 0.1 0.1
C -4.0806 0.9573 1.6297 0.1 0.1 0.0
C -4.5809 0.2850 0.5254 -0.1 -0.2 -0.3
H -5.5918 -0.0902 0.5496 -0.1 0.0 0.0
H -4.7128 1.0924 2.4946 0.0 0.0 0.1
H -2.4000 1.9912 2.4800 0.0 0.1 0.1
C -0.5948 1.8385 0.5639 0.0 -0.1 0.0
O -0.3228 2.8282 1.2132 0.0 0.1 0.1
N 0.3135 1.1211 -0.1496 0.1 -0.3 -0.3
C 1.6804 1.4146 -0.3179 0.2 0.2 0.1
C 2.0855 2.7282 -0.4939 0.0 0.0 0.0
C 3.4020 3.0272 -0.7940 0.0 0.0 0.0
C 4.3076 1.9955 -0.9555 0.0 0.1 0.0
C 3.9205 0.6835 -0.7540 0.0 -0.1 0.0
C 2.6142 0.3585 -0.3815 -0.1 0.4 -0.1
N 2.2162 -0.9507 -0.1395 -0.1 -0.2 -0.1
C 3.1575 -2.0409 -0.3423 0.1 -0.2 -0.2
C 2.4969 -3.2323 0.3395 0.1 0.1 0.0
H 3.2083 -4.0202 0.5769 0.0 0.0 0.0
C 1.8956 -2.5694 1.5739 -0.1 0.1 -0.2
H 1.1207 -3.1661 2.0504 0.0 0.0 0.1
C 1.3451 -1.2653 0.9952 -0.3 -0.1 0.4
H 1.3352 -0.4550 1.7282 0.0 0.0 -0.1
H 0.3166 -1.4359 0.6516 0.0 0.1 0.2
H 2.6785 -2.3628 2.3047 0.0 0.0 0.0
H 1.7078 -3.6440 -0.2904 0.0 0.0 0.0
H 3.3269 -2.1933 -1.4113 0.1 0.0 0.1
H 4.1238 -1.8432 0.1434 0.0 0.0 -0.1
H 4.6563 -0.0936 -0.8808 0.0 -0.1 0.0
H 5.3307 2.2072 -1.2296 0.1 0.0 0.0
H 3.7064 4.0532 -0.9291 0.0 0.1 0.0
H 1.3511 3.5118 -0.4053 -0.1 0.0 0.0
H 0.0076 0.2580 -0.5709 -0.1 0.1 0.1
H -1.8947 0.4879 -1.4966 0.1 0.0 -0.1
H -5.5647 -1.4336 -2.8332 0.0 0.0 0.1
H -5.6739 -1.7797 -1.0901 0.0 0.0 0.0
```
Positions in Å, forces in eV/Å.

***

[4]
Formula: C18H20N2O4PdS
Source: the Open Molecules 2025 dataset
Level of theory: ωB97M-V with the def2-TZVPD basis set

## Properties
gap between HOMO and LUMO	8.34	eV
E_LUMO	0.0	eV
energy relative to the best compared isomer or geometry (same formula, charge and spin)	0.0	kcal/mol
maximum force	0.55	eV/Å
HOMO	-8.4	eV

Geometry as XYZ:
```
46
Properties=species:S:1:pos:R:3:forces:R:3
Pd -1.1378 -0.1737 2.2469 -0.1 0.1 -0.2
N 0.9209 -0.4179 2.2022 0.1 0.0 0.0
C 1.2356 -1.2226 0.9830 0.0 -0.1 0.1
C 0.0647 -2.1234 0.5754 0.0 0.3 -0.2
O 0.2285 -3.0747 -0.1709 0.0 -0.1 0.0
N -1.1053 -1.6588 1.0295 0.0 -0.2 0.1
C -2.3896 -2.2087 0.6536 0.0 -0.1 0.1
C -3.4873 -1.2588 1.1297 0.0 0.3 -0.4
O -4.6354 -1.3835 0.7648 0.0 -0.1 0.1
O -3.0916 -0.2527 1.8869 0.0 -0.1 0.1
H 1.4012 0.4748 2.1533 -0.1 0.0 -0.1
H 1.2499 -0.9039 3.0286 0.0 0.0 0.0
H 2.1301 -1.8266 1.1223 0.0 0.0 0.0
H 1.4049 -0.5219 0.1664 0.0 0.0 0.0
H -2.5635 -3.1929 1.0989 0.0 0.0 0.0
H -2.4652 -2.3371 -0.4280 0.0 0.0 0.0
O 0.1316 1.9363 0.4421 0.1 0.0 0.0
S -0.8259 2.9761 -0.0491 -0.1 0.1 -0.1
C -2.2493 2.0662 -0.7096 0.0 -0.1 0.1
C -3.4196 2.9430 -1.0520 0.0 0.0 0.0
C -3.2672 4.0650 -1.8640 0.0 0.0 0.0
C -4.3553 4.8752 -2.1535 0.0 0.0 0.0
C -5.6083 4.5627 -1.6446 0.0 0.0 0.0
C -5.7680 3.4365 -0.8494 0.0 0.0 0.0
C -4.6795 2.6302 -0.5471 0.0 0.1 0.0
C -1.6069 3.7253 1.4242 0.0 0.0 0.0
C -1.9965 2.7635 2.5037 -0.1 0.0 0.0
C -3.3007 2.6264 2.9266 0.0 0.0 0.0
C -3.6265 1.7687 3.9852 0.0 0.0 0.0
C -2.6518 1.0386 4.6219 -0.1 0.1 0.0
C -1.3157 1.1415 4.1960 0.0 0.2 0.0
C -0.9927 2.0088 3.1446 0.1 -0.1 0.1
H -2.5092 1.3208 0.0405 0.0 -0.1 0.1
H -1.8409 1.5505 -1.5817 0.0 0.0 0.0
H -2.2938 4.3051 -2.2771 0.0 0.0 0.0
H -4.2263 5.7456 -2.7839 0.0 0.0 0.0
H -6.4591 5.1903 -1.8764 0.0 0.0 0.0
H -6.7458 3.1760 -0.4650 0.0 0.0 0.0
H -4.8103 1.7484 0.0700 0.0 0.0 0.0
H -2.4531 4.3116 1.0649 0.0 0.0 0.0
H -0.8390 4.4167 1.7781 0.0 0.0 0.0
H -4.0841 3.1905 2.4358 0.0 0.0 0.0
H -4.6590 1.6773 4.2937 0.0 0.0 0.0
H -2.9033 0.3827 5.4441 0.0 0.0 0.0
H -0.5286 0.6751 4.7756 0.0 0.0 0.0
H 0.0386 2.2118 2.8899 0.0 0.0 0.1
```
Positions in Å, forces in eV/Å.